# 1
DFT (ωB97M-V/def2-TZVPD) results for the ion C12H20N2 with charge +2.

Element x y z (Å)
N 1.92 2.12 0.32
N 3.59 0.21 -0.07
C 0.74 2.32 -0.56
C 1.35 -1.11 1.63
C -1.58 1.74 -0.47
C -0.88 -2.39 0.23
C 1.25 -0.62 0.34
C 2.46 -0.61 -0.62
C -0.27 1.36 -0.37
C -0.03 0.00 0.08
C -3.61 -1.39 0.04
C -1.12 -0.93 0.08
C -2.42 -0.51 -0.03
C -2.80 0.87 -0.54
H -4.51 -0.62 0.15
H -1.48 -2.91 1.08
H -3.76 1.26 0.01
H 0.40 -1.10 2.16
H 2.18 -1.70 1.95
H 0.13 -2.68 0.35
H 0.32 3.29 -0.33
H 1.14 2.26 -1.60
H -3.55 -2.07 0.94
H 2.69 -1.61 -1.00
H 1.56 1.91 1.18
H 2.06 0.06 -1.53
H -3.20 0.71 -1.66
H -1.73 2.77 -0.83
H 4.11 0.02 0.78
H 3.11 1.13 0.15
H 4.30 0.07 -0.70
H -1.10 -2.96 -0.70
H 2.42 3.01 0.47
H -3.70 -1.93 -0.93

Values from the calculation:
* orbital gap: 7.522 eV
* total charge: +2
* HOMO energy: -16.47 eV

Löwdin population analysis, charges in e, atoms 1 to 2:
1 N 0.038
2 N 0.168



# 2
DFT (ωB97M-V/def2-TZVPD) results for a cluster of 4 separate species, C8H12O7 in total.

Element x y z (Å)
O -5.42 -1.07 3.95
O 2.54 3.40 1.80
O 1.02 1.36 -1.42
O -2.92 0.29 -0.69
O -5.64 1.68 2.76
O 3.41 -2.13 -1.54
O -2.02 -1.78 0.89
C 4.63 -1.73 -2.03
C -3.78 -1.48 2.43
C -3.00 -1.12 1.28
C -4.98 0.74 2.25
C -3.37 0.12 0.43
C -4.33 1.03 1.03
C -4.69 -0.61 2.97
C 4.58 -1.60 -3.53
H 0.10 1.09 -1.36
H 2.62 4.34 1.98
H 1.53 0.55 -1.39
H 2.39 3.00 2.66
H 1.21 2.03 -0.77
H 4.91 -0.75 -1.64
H 5.43 -2.14 -3.93
H -3.68 -2.47 2.84
H 5.47 -2.32 -1.68
H 3.68 -1.87 -4.08
H 4.81 -0.55 -3.74
H -4.53 1.97 0.54

Values from the calculation:
* orbital gap: 3.115 eV
* total charge: -2
* HOMO energy: -0.15 eV

Löwdin population analysis, charges in e, atoms 1 to 2:
1 O -0.158
2 O -0.054



# 3
DFT (ωB97M-V/def2-TZVPD) results for a structure of composition C22H42Br2KLi2NO14PS.

Element x y z (Å)
Br 7.03 -2.02 5.39
Br 8.50 1.23 6.35
K -6.17 1.98 2.65
S -8.27 1.73 0.25
P 4.99 1.33 0.18
O 0.35 -4.42 1.23
O 3.60 1.64 -0.34
O -9.46 2.29 -0.38
O -3.95 -0.44 -3.68
O -6.71 -0.40 0.69
O -8.83 -2.31 -1.77
O -2.67 -3.57 -1.86
O 4.52 0.68 1.63
O -4.52 -2.91 -2.61
O -2.16 1.51 -0.81
O 1.07 2.50 -1.98
O 5.37 0.00 -0.74
O 6.56 1.51 0.76
O -8.10 2.41 1.57
N -3.78 -3.40 -1.53
C 5.74 0.21 -2.11
C 7.10 -0.71 1.79
C -1.89 1.40 -2.21
C -5.77 -1.65 -0.98
C -4.01 2.86 -2.53
C 7.08 0.80 1.91
C -6.26 -0.37 -0.43
C -6.16 0.86 -1.21
C 2.34 -0.38 1.69
C -1.07 0.91 -0.13
C 9.17 -0.58 6.63
C 3.20 0.79 2.14
C -5.15 2.05 -3.21
C -9.27 -2.30 -0.52
C 0.06 -5.46 0.40
C -4.72 -0.41 -2.77
C -6.85 2.13 -0.80
C -2.63 2.43 -3.08
C 7.07 0.94 -2.24
C -5.40 0.84 -2.32
C 8.90 -1.46 5.45
C -5.02 -1.70 -2.10
Li 1.88 -2.42 0.70
Li -2.31 -1.39 -2.01
H -1.39 0.51 0.85
H -6.18 2.84 -0.30
H -4.13 3.93 -2.75
H 9.11 -0.97 4.50
H -6.06 2.62 -3.42
H -0.80 -6.10 0.70
H 2.68 -1.30 2.19
H -2.72 2.05 -4.10
H 0.86 -6.21 0.23
H 1.88 2.36 -1.49
H 7.70 -1.03 0.94
H -9.75 -3.23 -0.13
H -2.01 3.33 -3.12
H 4.94 0.76 -2.62
H -8.49 -2.12 0.28
H 8.11 1.15 2.01
H -0.68 0.05 -0.71
H -10.03 -1.53 -0.26
H -4.76 1.71 -4.17
H -8.49 0.37 0.34
H 7.00 1.96 -1.86
H -0.27 1.64 -0.02
H 6.57 1.13 2.81
H 10.24 -0.46 6.78
H 2.43 -0.56 0.61
H 7.52 -1.14 2.70
H -0.82 1.59 -2.35
H 2.75 1.74 1.88
H 1.05 3.44 -2.15
H 6.11 -1.14 1.66
H -4.11 2.77 -1.44
H -5.96 -2.60 -0.48
H 1.29 -0.22 1.93
H 8.72 -0.95 7.55
H 3.28 0.77 3.23
H 7.84 0.43 -1.68
H 5.81 -0.77 -2.57
H -7.24 2.67 -1.67
H 9.47 -2.38 5.51
H -2.05 0.34 -2.51
H -0.22 -5.20 -0.66
H 7.37 0.99 -3.29

Values from the calculation:
* orbital gap: 4.106 eV
* total charge: +1
* HOMO energy: -8.72 eV

Löwdin population analysis, charges in e, atoms 1 to 2:
1 Br 0.625
2 Br 0.599



# 4
DFT (ωB97M-V/def2-TZVPD) results for a cluster of 2 separate species, C3H3NO2 in total.

Element x y z (Å)
O -3.20 -0.75 0.19
O -1.14 0.07 0.71
N -0.14 -0.95 -1.46
C 1.39 0.41 0.11
C 0.41 -0.38 -0.65
C -2.20 -0.30 0.47
H 2.22 0.34 -0.53
H 1.56 0.12 1.12
H 1.09 1.44 0.04

Values from the calculation:
* multiplicity: 3
* orbital gap (spin up / spin down): 5.003 / 8.773 eV
* HOMO energy (spin up / spin down): -4.40 / -12.21 eV
* ⟨S²⟩: 2.005

Löwdin population analysis, charges in e, atoms 1 to 2:
1 O 0.230
2 O 0.160



# 5
DFT (ωB97M-V/def2-TZVPD) results for a structure of composition C24H45Br3Cl7FKN4O9SV.

Element x y z (Å)
Br 1.36 2.53 -0.21
Br 4.78 1.26 0.04
Br -3.40 1.16 6.08
V 6.91 -2.20 -0.61
K -5.01 5.17 4.92
Cl -5.03 -2.02 0.12
Cl -5.03 1.39 -4.34
Cl -4.89 -1.07 -2.61
Cl -3.66 -3.59 -1.90
Cl -2.67 2.91 -5.17
Cl 3.33 3.58 4.29
Cl -6.54 -3.36 -1.98
S -2.78 -0.88 3.47
F -7.83 -4.51 -3.68
O -2.06 -1.44 4.58
O -6.03 -0.06 8.80
O -3.88 -0.01 8.71
O -4.20 -1.06 3.56
O 6.31 -1.26 0.69
O 1.74 1.25 4.09
O -8.78 1.84 9.37
O -4.92 -1.86 8.40
O 7.49 -3.12 -1.94
N -2.95 1.60 0.83
N 4.88 -1.75 -6.23
N -4.94 -0.65 8.64
N -2.80 4.33 4.23
C 4.29 -3.13 -6.16
C 4.99 -1.80 -3.63
C 5.65 -1.45 -4.95
C -3.29 1.76 4.21
C 4.24 -0.67 -8.93
C -2.05 -1.64 1.98
C -9.90 0.99 9.15
C -0.14 2.32 3.09
C 5.90 -1.69 -7.36
C -2.96 3.22 4.28
C -3.45 2.02 -3.85
C 3.04 3.52 -0.18
C 3.19 -0.76 -7.84
C -5.04 -2.52 -1.59
C -2.67 1.29 1.88
C 3.72 -1.03 -3.26
C -0.82 1.04 3.64
C -2.34 0.93 3.30
C 5.29 -1.75 -8.74
C 1.40 1.98 2.96
C 3.81 -0.70 -6.46
C 4.09 2.78 -0.97
C 2.58 0.13 3.80
C -9.88 -0.18 10.12
H -10.81 1.59 9.29
H 1.52 1.43 2.00
H 3.63 0.45 3.97
H 4.96 3.42 -1.15
H 6.59 -2.52 -7.21
H -9.88 0.63 8.11
H 5.93 -0.40 -4.99
H -0.33 0.14 3.25
H 3.79 0.03 -3.52
H -8.97 -0.77 9.99
H -1.60 -2.60 2.25
H -0.73 1.02 4.74
H 3.72 2.40 -1.92
H 3.84 -3.38 -7.12
H -9.90 0.18 11.15
H 4.81 -2.87 -3.56
H -10.75 -0.83 9.96
H 5.08 -3.83 -5.92
H 2.82 4.48 -0.63
H 6.45 -0.76 -7.23
H 3.54 -1.10 -2.19
H 3.03 -0.85 -5.71
H -0.21 3.15 3.82
H 2.48 -0.27 2.78
H -4.30 1.69 3.77
H 3.51 -3.14 -5.40
H 2.48 0.06 -7.95
H 6.58 -2.04 -5.02
H 4.72 0.32 -8.90
H -1.22 -0.99 1.62
H 3.31 3.67 0.86
H -2.81 -1.71 1.19
H -2.82 1.20 -3.56
H 2.36 -0.70 4.50
H 6.08 -1.63 -9.49
H 3.78 -0.76 -9.92
H 5.74 -1.58 -2.87
H 4.28 0.27 -6.30
H -3.59 2.70 -3.01
H 2.84 -1.45 -3.75
H 2.01 2.99 2.96
H 2.61 -1.68 -7.96
H -0.50 2.65 2.10
H -7.99 1.31 9.24
H 4.84 -2.73 -8.93

Values from the calculation:
* orbital gap: 1.013 eV
* HOMO energy: -7.17 eV

Löwdin population analysis, charges in e, atoms 1 to 2:
1 Br 0.709
2 Br 0.678



# 6
DFT (ωB97M-V/def2-TZVPD) results for an isolated molecule of C3H5N3.

Element x y z (Å)
N 2.47 0.34 -0.96
N -0.79 0.15 0.88
N -2.08 -1.56 1.46
C 0.17 0.31 0.12
C -1.92 -0.50 0.81
C 1.16 0.68 -0.68
H -2.68 -0.13 -0.03
H 3.06 -0.02 -0.21
H 0.82 1.62 -1.24
H 2.83 1.10 -1.63
H -3.05 -1.99 1.48

Values from the calculation:
* multiplicity: 3
* orbital gap (spin up / spin down): 6.111 / 7.918 eV
* HOMO energy (spin up / spin down): -5.27 / -9.47 eV
* ⟨S²⟩: 2.014

Löwdin population analysis, charges in e, atoms 1 to 2:
1 N 0.069
2 N 0.066



# 7
DFT (ωB97M-V/def2-TZVPD) results for a structure of composition C5H8O.

Element x y z (Å)
O -1.21 0.01 1.11
C 1.62 -0.22 0.47
C -1.30 -0.91 0.00
C -0.65 0.10 -0.94
C 0.63 0.62 -0.31
C -0.70 1.02 0.25
H 1.21 -0.46 1.46
H -1.07 2.03 0.38
H 1.86 -1.16 -0.03
H -0.91 0.27 -1.97
H -2.35 -1.11 -0.24
H 1.07 1.40 -0.93
H -0.77 -1.85 0.19
H 2.55 0.33 0.62

Values from the calculation:
* orbital gap: 10.382 eV
* HOMO energy: -9.27 eV

Löwdin population analysis, charges in e, atoms 1 to 2:
1 O -0.081
2 C -0.057



# 8
DFT (ωB97M-V/def2-TZVPD) results for a cluster of 5 separate species, C3H6N4O in total.

Element x y z (Å)
O -0.17 -0.69 -0.99
N -2.12 -1.98 0.35
N 2.29 1.69 0.42
N -1.51 -0.86 0.90
N -0.14 0.97 0.42
C -0.61 -0.31 0.19
C 1.14 1.07 -0.21
C 0.95 0.14 -1.25
H 1.70 2.44 1.85
H -1.50 -1.79 -1.00
H 2.57 2.72 -0.67
H -0.24 1.69 1.45
H -1.50 -3.24 1.00
H 1.84 -0.37 -1.77

Values from the calculation:
* orbital gap: 5.834 eV
* HOMO energy: -7.66 eV

Löwdin population analysis, charges in e, atoms 1 to 2:
1 O -0.036
2 N -0.105



# 9
DFT (ωB97M-V/def2-TZVPD) results for an isolated molecule of C25H31F3N2O4S.

Element x y z (Å)
S -3.96 2.45 0.40
F 8.78 1.29 0.51
F 8.58 -0.10 -1.12
F 8.11 -0.71 0.89
O -4.05 2.79 1.79
O 0.42 -0.07 -2.25
O 1.73 1.71 0.63
O -4.51 3.34 -0.59
N -2.34 2.28 0.05
N -0.28 -0.13 -0.11
C 2.47 1.87 -0.58
C 4.69 2.01 0.58
C -5.30 -1.31 1.04
C 4.49 0.57 -1.33
C -5.19 0.48 -1.08
C -5.73 -0.79 -1.26
C -1.48 1.71 1.05
C 6.57 0.74 -0.16
C 0.91 -2.01 1.02
C 0.01 -2.94 0.22
C 6.01 1.64 0.73
C -1.78 0.74 -1.84
C 1.75 0.41 1.17
C -0.45 0.14 -1.43
C -1.95 2.18 -1.33
C -4.76 -0.04 1.23
C 3.92 1.48 -0.45
C -6.38 -3.05 -0.40
C -4.70 0.83 0.17
C 8.00 0.31 0.02
C 1.02 -0.64 0.31
C -1.27 0.19 0.89
C 2.29 -2.64 1.17
C -5.78 -1.69 -0.20
C 5.82 0.20 -1.19
H -6.02 -3.75 0.35
H 4.23 2.70 1.27
H 2.94 -2.06 1.82
H 2.78 -2.73 0.20
H -1.78 0.75 -2.93
H -2.22 -0.29 0.64
H -1.01 -2.57 0.18
H -5.15 1.20 -1.88
H 2.39 2.94 -0.79
H -0.01 -3.93 0.67
H -7.47 -2.99 -0.31
H -6.15 -3.43 -1.39
H 3.89 0.15 -2.13
H -5.35 -2.00 1.87
H -2.73 2.69 -1.90
H 2.20 -3.64 1.60
H 1.26 0.51 2.15
H 6.26 -0.50 -1.88
H -1.01 2.72 -1.47
H -0.93 -0.21 1.84
H 1.58 -0.79 -0.61
H -4.40 0.28 2.19
H 2.78 0.08 1.34
H 0.49 -1.88 2.02
H -0.51 2.21 1.01
H 2.00 1.32 -1.40
H -1.96 1.92 2.00
H 6.61 2.05 1.53
H -6.11 -1.07 -2.23
H -2.61 0.12 -1.50
H 0.37 -3.03 -0.80

Values from the calculation:
* orbital gap: 9.558 eV
* HOMO energy: -9.13 eV
* SMILES: Cc1ccc(S(=O)(=O)N2CCC(=O)N([C@@H](COCc3ccc(C(F)(F)F)cc3)C(C)C)CC2)cc1

Löwdin population analysis, charges in e, atoms 1 to 2:
1 S 0.676
2 F 0.137



# 10
DFT (ωB97M-V/def2-TZVPD) results for a structure of composition C13H19CaCl3FLiNNaO7P.

Element x y z (Å)
Ca 2.84 -4.36 -0.68
Cl -5.53 -7.37 -2.50
Cl -4.05 -5.40 -0.96
Cl -6.49 -4.63 -2.34
P 0.13 -1.87 1.55
Na -4.26 -0.75 -1.97
F 0.27 0.14 -2.40
O 0.77 -7.26 0.17
O 4.30 4.86 -1.73
O -1.03 -0.92 2.46
O 1.53 -5.17 0.57
O 4.99 6.48 -0.49
O -0.46 -5.42 -0.19
O 0.42 -0.57 0.38
N 4.37 5.45 -0.67
C -0.92 1.37 -0.63
C 2.30 3.14 1.41
C 3.02 4.98 2.78
C -1.08 0.41 1.89
C 2.33 3.79 2.64
C 2.96 3.69 0.32
C -0.85 0.94 -2.15
C -0.80 0.15 0.35
C -2.13 0.16 -2.63
C -5.06 -5.67 -2.39
C 3.65 4.88 0.47
C 3.69 5.54 1.70
C 0.61 -6.03 0.18
Li -2.12 -3.48 -0.19
H -0.76 1.86 -2.77
H -1.91 -0.90 -2.93
H -4.49 -5.42 -3.27
H -2.50 0.67 -3.56
H -1.71 -0.48 0.08
H 1.76 2.21 1.30
H -0.20 0.91 2.39
H -0.87 -2.42 0.61
H 1.23 -1.51 2.43
H 4.22 6.47 1.82
H 1.07 -2.63 0.73
H -2.02 0.99 2.08
H -0.16 -3.07 2.30
H 2.93 3.18 -0.64
H 3.04 5.48 3.74
H 1.82 3.35 3.49
H -0.07 2.07 -0.46
H -1.91 1.88 -0.48
H -2.91 0.25 -1.81

Values from the calculation:
* orbital gap: 4.114 eV
* total charge: +1
* HOMO energy: -9.35 eV

Löwdin population analysis, charges in e, atoms 1 to 2:
1 Ca 1.599
2 Cl 0.591



# 11
DFT (ωB97M-V/def2-TZVPD) results for an isolated molecule of C5H7ClS.

Element x y z (Å)
Cl -4.21 -2.79 -0.24
S 0.82 1.63 -0.35
C -2.88 -1.81 -0.72
C -1.65 0.40 -0.28
C -0.35 0.37 -0.17
C 2.12 0.76 0.65
C -2.65 -0.65 -0.19
H 0.09 -0.55 0.10
H 1.51 0.18 1.36
H -2.18 1.37 -0.56
H -2.25 -2.40 -1.47
H 2.84 0.14 0.19
H -3.23 -0.39 0.64
H 2.69 1.58 1.16

Values from the calculation:
* orbital gap: 9.244 eV
* HOMO energy: -8.39 eV
* SMILES: CS/C=C/C=C/Cl

Löwdin population analysis, charges in e, atoms 1 to 2:
1 Cl 0.593
2 S 0.844



# 12
DFT (ωB97M-V/def2-TZVPD) results for a structure of composition C35H30CsF6N3O3P2.

Element x y z (Å)
Cs -0.27 -0.94 0.09
P 0.90 -3.85 -2.43
P 3.47 -0.48 0.09
F 1.16 -3.96 -0.82
F 0.63 -3.68 -4.00
F 2.15 -2.81 -2.54
F -0.35 -4.84 -2.29
F 1.90 -5.09 -2.68
F -0.08 -2.58 -2.13
O -1.08 -1.29 2.72
O -0.07 1.14 2.57
O 0.94 3.09 -0.30
N -1.68 1.56 -1.34
N -2.82 0.46 1.19
N 1.19 0.75 3.02
C -3.21 -4.05 3.65
C 4.67 -1.62 -0.68
C -3.68 -0.26 1.78
C -2.02 2.32 -0.14
C 2.73 1.58 -3.32
C 1.12 5.19 -1.32
C 4.03 2.13 -0.93
C -0.56 4.24 -3.35
C 5.27 -3.91 -1.14
C 4.09 1.21 3.74
C -0.02 5.52 -3.40
C 5.42 0.92 4.03
C 2.11 1.14 2.23
C 5.75 -1.20 -1.45
C 0.82 6.00 -2.38
C -2.08 -3.30 3.41
C -4.48 -3.55 3.35
C 3.97 3.10 -1.93
C 3.53 0.85 2.52
C 6.34 -3.48 -1.90
C 4.32 0.18 1.57
C 0.58 3.85 -1.22
C 6.59 -2.12 -2.06
C -0.94 2.05 -2.24
C -2.14 -1.99 2.85
C 5.65 -0.10 1.87
C 3.32 2.82 -3.13
C -3.45 -1.52 2.47
C 6.20 0.27 3.09
C -4.57 -2.30 2.77
C 3.44 0.88 -1.12
C -3.22 1.70 0.56
C -0.32 3.41 -2.27
C 4.43 -2.99 -0.53
C 2.78 0.62 -2.33
H 5.84 1.20 4.98
H -0.24 6.16 -4.25
H -1.17 2.27 0.54
H -4.03 1.55 -0.16
H 3.27 3.58 -3.90
H -5.38 -4.12 3.56
H 7.41 -1.79 -2.67
H 1.84 1.68 1.32
H -1.21 3.89 -4.15
H -3.56 2.42 1.32
H 2.34 -0.36 -2.49
H 4.54 2.34 0.00
H 5.05 -4.97 -1.05
H 6.25 -0.65 1.15
H 1.79 5.50 -0.52
H 5.92 -0.14 -1.59
H 3.47 1.71 4.47
H -1.10 -3.68 3.66
H -0.62 0.32 2.69
H -4.74 0.06 1.78
H 6.98 -4.21 -2.39
H -5.55 -1.90 2.53
H 1.24 7.00 -2.44
H 2.22 1.36 -4.25
H -3.11 -5.04 4.08
H -0.76 1.44 -3.12
H 7.24 0.03 3.31
H 4.43 4.06 -1.77
H -2.20 3.37 -0.38
H 3.56 -3.33 0.01

Values from the calculation:
* multiplicity: 2
* orbital gap (spin up / spin down): 6.353 / 3.932 eV
* total charge: -1
* HOMO energy (spin up / spin down): -4.53 / -4.53 eV
* ⟨S²⟩: 0.800

Löwdin population analysis, charges in e, atoms 1 to 2:
1 Cs 1.147
2 P 0.131



Strongest force on any atom, respectively: 4.85, 4.32, 7.24, 18.19, 5.19, 4.55, 0.43, 6.35, 1.12, 3.21, 3.48, 0.47 eV/A.
E, respectively: -578.03232, -838.50002, -8473.58002, -321.09312, -14822.31976, -281.37616, -270.47071, -411.67864, -2079.53691, -3756.98790, -1053.01939, -3044.03423 hartree.